(1)
DFT (ωB97M-V with the def2-TZVPD basis set) results for 5 unconnected molecules or ions with the total composition C29H60O20P4 at a distorted geometry.

Geometry (Å):
1 C 5.517438 -2.067467 2.690077
2 C 4.441368 -1.471332 3.595806
3 C 3.084119 -2.205522 3.594693
4 C 2.725510 -2.971553 2.305598
5 C 3.169848 -4.456037 2.354509
6 O 4.126907 -4.556598 1.233358
7 C 3.406998 -4.879382 0.128670
8 O 3.872809 -5.040477 -0.957434
9 O 2.081385 -5.031305 0.467658
10 C 2.201667 -5.484974 1.820102
11 C 0.956464 -5.928306 2.583728
12 C 0.583962 -5.147243 3.857848
13 C 0.619140 -6.103129 5.059230
14 O -0.741511 -4.636538 3.850973
15 C -0.987009 -3.692460 2.831029
16 C -2.431555 -3.260132 2.936758
17 C -2.896626 -2.881547 4.188727
18 C -4.213380 -2.506199 4.384614
19 C -5.068617 -2.502704 3.290307
20 C -4.606872 -2.880638 2.047819
21 C -3.288665 -3.260684 1.851986
22 H 5.703367 -3.115270 2.932156
23 H 6.462220 -1.547180 2.848080
24 H 5.258235 -1.982607 1.638205
25 H 4.316745 -0.415948 3.358426
26 H 4.823753 -1.512593 4.619270
27 H 3.050683 -2.906283 4.433436
28 H 2.317200 -1.452008 3.775739
29 H 1.646894 -2.908139 2.165863
30 H 3.167326 -2.487136 1.441225
31 H 3.681683 -4.646224 3.292301
32 H 2.825671 -6.387202 1.768064
33 H 1.103635 -6.971666 2.848443
34 H 0.121336 -5.937397 1.881569
35 H 1.268257 -4.328430 4.106054
36 H 0.094038 -7.010752 4.759759
37 H 0.003746 -5.655094 5.837437
38 H 1.632796 -6.313395 5.387580
39 H -0.806512 -4.086137 1.826141
40 H -0.369405 -2.794935 2.962905
41 H -2.224650 -2.915209 5.035102
42 H -4.531053 -2.246449 5.387174
43 H -6.099278 -2.221277 3.456346
44 H -5.313945 -2.890767 1.228545
45 H -2.937304 -3.583054 0.881108
46 C 1.141018 2.810366 -0.579577
47 O 1.518193 2.973071 0.810678
48 P 3.076411 2.709631 1.194374
49 O 3.135724 1.343836 1.736749
50 O 3.100728 3.871628 2.332933
51 C 1.944485 4.435159 2.938271
52 O 4.600570 3.060426 0.790014
53 C 4.861049 4.273539 0.055036
54 H 0.074969 2.998514 -0.663319
55 H 1.674181 3.522005 -1.209970
56 H 1.354523 1.793863 -0.912818
57 H 1.372806 3.673646 3.469487
58 H 1.316267 4.934568 2.203675
59 H 2.291351 5.176609 3.656417
60 H 4.587916 5.145375 0.650486
61 H 4.316547 4.284230 -0.889614
62 H 5.926281 4.305065 -0.155269
63 C 1.013261 2.004673 -6.613922
64 O 0.627416 3.193356 -5.882042
65 P 1.795957 4.237086 -5.455239
66 O 2.111535 3.939174 -4.048950
67 O 0.849945 5.541355 -5.658728
68 C -0.572007 5.508650 -5.715705
69 O 3.073836 5.068803 -5.993979
70 C 3.162184 5.363892 -7.401996
71 H 0.116484 1.422454 -6.798592
72 H 1.453926 2.274292 -7.573231
73 H 1.717496 1.409972 -6.028770
74 H -0.989506 5.125524 -4.784230
75 H -0.920102 4.915590 -6.558555
76 H -0.907285 6.535278 -5.853350
77 H 2.337151 6.007339 -7.708770
78 H 3.157771 4.449153 -7.995497
79 H 4.101406 5.884044 -7.568325
80 C -0.605129 0.949654 -12.979085
81 O -1.129786 2.072514 -12.237769
82 P -0.077134 3.012588 -11.416863
83 O -0.134519 2.547173 -10.023297
84 O -0.914354 4.373311 -11.695994
85 C -2.277726 4.422811 -12.105472
86 O 1.312820 3.836686 -11.516756
87 C 1.766351 4.282455 -12.810837
88 H -1.445441 0.433790 -13.434004
89 H 0.068425 1.285013 -13.768786
90 H -0.081022 0.263854 -12.311498
91 H -2.924747 3.965672 -11.357069
92 H -2.418462 3.942824 -13.071289
93 H -2.541584 5.474228 -12.201298
94 H 1.060638 4.996226 -13.236479
95 H 1.898413 3.440549 -13.491164
96 H 2.726177 4.771020 -12.670705
97 C -3.900849 -0.258926 10.460147
98 O -5.083297 -0.233838 9.633377
99 P -5.698774 -1.659958 9.138754
100 O -5.199099 -1.862962 7.773220
101 O -7.243460 -1.189044 9.213937
102 C -7.674206 0.167918 9.225929
103 O -6.057697 -3.135586 9.678796
104 C -6.403584 -3.304179 11.067606
105 H -3.623434 0.769858 10.669919
106 H -4.096640 -0.768050 11.404986
107 H -3.080794 -0.752795 9.936328
108 H -7.371727 0.679136 8.312102
109 H -7.294209 0.695582 10.098207
110 H -8.761182 0.155395 9.276690
111 H -7.319588 -2.760498 11.301287
112 H -5.595317 -2.965229 11.716783
113 H -6.565680 -4.364516 11.237338

Cartesian forces, eV/Å:
C 0.029 0.047 0.297
C 0.289 -0.274 0.215
C 0.060 0.283 -0.344
C -0.574 -0.035 0.977
C 0.320 1.651 -1.397
O -0.051 -0.601 -0.107
C 0.337 0.148 -0.168
O -0.403 0.285 0.379
O 0.275 -0.391 -0.332
C 0.509 -0.959 1.353
C -0.158 0.857 -0.646
C -0.069 -0.499 0.900
C -0.822 0.346 -0.512
O 0.251 -0.190 -0.498
C -0.693 0.538 -0.097
C 0.479 -0.232 0.193
C -0.107 0.037 0.204
C 0.338 -0.072 -0.032
C -0.119 0.097 0.651
C -0.460 0.066 -0.443
C 0.002 -0.035 0.200
H -0.047 -0.088 -0.140
H 0.005 0.092 -0.065
H 0.042 -0.082 -0.069
H -0.170 -0.011 -0.159
H -0.014 0.152 0.050
H -0.056 0.007 0.064
H -0.098 -0.068 0.103
H -0.031 -0.118 -0.068
H 0.043 -0.019 -0.054
H 0.107 -0.520 -0.110
H -0.087 -0.080 -0.085
H 0.050 -0.026 0.057
H -0.114 0.089 0.082
H 0.091 0.121 -0.475
H 0.198 -0.215 0.151
H 0.346 0.039 0.306
H 0.022 -0.086 0.066
H 0.147 -0.103 0.018
H 0.254 -0.128 0.069
H 0.084 0.011 0.013
H -0.215 0.063 -0.079
H -0.099 -0.003 -0.225
H 0.093 -0.020 -0.152
H -0.011 0.013 -0.081
C -0.070 -0.130 -0.103
O 1.375 0.552 -2.511
P 0.072 -0.493 5.747
O 0.087 -0.285 -0.821
O -0.186 0.235 -0.225
C 0.090 -0.030 0.149
O -1.307 0.233 -2.437
C 0.091 0.141 0.046
H -0.008 0.004 0.134
H -0.065 -0.016 -0.074
H -0.025 0.003 0.014
H -0.082 -0.008 -0.064
H -0.068 -0.064 -0.016
H 0.086 -0.051 0.008
H -0.037 -0.055 0.046
H 0.047 0.006 -0.026
H 0.006 -0.109 0.042
C 0.018 -0.186 0.081
O 2.086 -0.535 -1.984
P -2.492 3.447 3.927
O 0.566 -0.599 -0.249
O -0.131 -0.130 -0.290
C -0.003 0.126 0.082
O 0.033 -2.232 -1.678
C -0.003 0.191 -0.066
H -0.063 0.087 0.030
H -0.102 -0.040 -0.055
H -0.037 0.024 0.036
H -0.027 -0.089 -0.028
H -0.012 -0.080 0.038
H 0.089 0.033 0.047
H -0.035 -0.039 0.058
H 0.018 0.024 -0.028
H 0.030 -0.021 0.116
C -0.100 -0.187 0.137
O 2.550 -0.336 -1.519
P -3.349 3.145 3.655
O 0.698 -0.617 -0.216
O -0.035 -0.136 -0.404
C -0.044 0.129 0.129
O 0.415 -2.040 -1.890
C -0.001 0.210 -0.016
H -0.058 0.049 0.053
H -0.026 -0.011 -0.020
H -0.023 0.000 -0.004
H -0.016 -0.087 -0.045
H -0.025 -0.082 0.023
H 0.079 0.024 0.069
H -0.048 -0.032 0.051
H 0.049 0.017 -0.006
H 0.001 -0.037 0.105
C 0.150 0.091 -0.160
O 0.666 -1.782 2.075
P -3.165 0.991 -4.247
O 0.647 -0.275 0.346
O 0.136 0.150 0.462
C -0.125 -0.007 -0.131
O 1.752 0.849 1.825
C -0.199 -0.056 0.009
H -0.058 0.028 -0.064
H 0.008 0.030 0.010
H -0.008 0.019 -0.003
H 0.078 0.046 0.035
H 0.081 0.035 -0.034
H 0.002 -0.097 -0.043
H 0.019 0.036 -0.057
H -0.004 -0.042 0.020
H 0.038 -0.020 -0.101

## Properties
Net charge ... 0
Structure (SMILES) ... CCCC[C@@H]1OC(=O)O[C@@H]1C[C@H](C)OCc1ccccc1.COP(=O)(OC)OC.COP(=O)(OC)OC.COP(=O)(OC)OC.COP(=O)(OC)OC
HOMO energy ... -8.579 eV
Gap between HOMO and LUMO ... 8.3 eV
E ... -109153.482 eV

These are the Mulliken partial charges, in e, on atoms 1 to 6: -1.23, -0.28, -0.70, -1.16, 0.42, -0.44


(2)
DFT (ωB97M-V with the def2-TZVPD basis set) results for a molecular structure, C29H61BrCl3IrO5SbSi at a distorted geometry.

Geometry (Å):
1 Ir -0.018093 0.542879 -0.328292
2 C 0.234892 2.685373 5.015842
3 C -0.436863 1.423678 5.557780
4 C 0.100397 1.086359 6.954300
5 C -1.952703 1.590491 5.642484
6 Sb -0.076708 -0.110862 4.020334
7 C 2.119883 -0.452042 4.041502
8 C 2.394349 -1.918112 3.737118
9 C 2.743340 -0.102051 5.388911
10 C 2.645433 0.471961 2.945371
11 C -1.175042 -1.910023 4.682726
12 C -0.642328 -3.095985 3.877985
13 C -1.022608 -2.158873 6.184199
14 C -2.627344 -1.623949 4.311661
15 H -0.021860 3.540757 5.656375
16 H -0.095742 2.915657 3.997950
17 H 1.323460 2.599934 5.006387
18 H -0.237107 1.869534 7.651645
19 H 1.183645 1.069006 7.001019
20 H -0.278996 0.142207 7.337010
21 H -2.180529 2.486755 6.237761
22 H -2.419199 0.742719 6.147934
23 H -2.420839 1.715298 4.662989
24 H 2.080601 -2.561882 4.556003
25 H 3.479694 -2.056732 3.610287
26 H 1.897950 -2.248384 2.825576
27 H 2.308466 -0.674727 6.208508
28 H 2.670706 0.959767 5.617159
29 H 3.816144 -0.350677 5.355617
30 H 2.248984 0.208084 1.964595
31 H 3.741316 0.393752 2.901509
32 H 2.392818 1.518253 3.131677
33 H 0.302123 -3.463415 4.271582
34 H -0.490410 -2.860052 2.818670
35 H -1.362347 -3.924266 3.938668
36 H 0.023898 -2.228586 6.492493
37 H -1.502473 -3.114572 6.447223
38 H -1.513838 -1.386500 6.775479
39 H -2.731024 -1.365790 3.251877
40 H -3.050924 -0.805546 4.892014
41 H -3.231756 -2.520259 4.504855
42 C -3.162539 -0.109291 0.081897
43 O -1.854481 -0.263772 0.698487
44 H -3.915237 -0.572755 0.715112
45 H -3.186757 -0.552411 -0.911670
46 H -3.350026 0.958155 0.012647
47 H -1.595804 -1.198350 0.686208
48 C 1.387061 -1.258765 -6.513396
49 C 1.307481 -1.179583 -4.973039
50 C 1.030369 -2.592916 -4.416459
51 C 2.687392 -0.772968 -4.430788
52 Si -0.039538 0.063768 -4.502950
53 Br -0.708682 -0.742623 -2.317372
54 C 0.546024 1.851572 -4.322826
55 C 1.181309 2.250755 -5.675649
56 C 1.602985 2.076135 -3.229786
57 C -0.625523 2.803304 -4.036637
58 C -1.707963 -0.173871 -5.372590
59 C -2.030685 -1.672513 -5.520319
60 C -2.899046 0.451994 -4.619423
61 C -1.637933 0.464126 -6.776362
62 H 2.241293 -1.888867 -6.782767
63 H 1.540067 -0.282026 -6.982058
64 H 0.498322 -1.707146 -6.959262
65 H 1.743336 -3.287517 -4.874503
66 H 0.026513 -2.963476 -4.627383
67 H 1.183306 -2.633403 -3.337497
68 H 3.399603 -1.562643 -4.695665
69 H 2.692788 -0.681812 -3.340205
70 H 3.059518 0.156246 -4.863070
71 H 2.066843 1.660080 -5.914114
72 H 1.487825 3.300529 -5.618546
73 H 0.486135 2.158686 -6.512495
74 H 2.534381 1.546344 -3.406271
75 H 1.247156 1.789415 -2.245736
76 H 1.828226 3.147709 -3.184726
77 H -1.355728 2.815115 -4.844655
78 H -0.228931 3.820367 -3.947360
79 H -1.139430 2.566776 -3.101350
80 H -2.098424 -2.179919 -4.553887
81 H -1.307653 -2.207814 -6.133460
82 H -3.005892 -1.768658 -6.007751
83 H -3.047879 0.007394 -3.633523
84 H -3.805146 0.258669 -5.204343
85 H -2.816938 1.528062 -4.492129
86 H -0.804984 0.092384 -7.376916
87 H -1.560320 1.552099 -6.727600
88 H -2.562421 0.226813 -7.313349
89 Cl 1.516919 -3.902014 -0.772695
90 C 2.495647 -2.658734 0.050063
91 Cl 4.081858 -2.512532 -0.673419
92 C 1.698903 -1.368994 -0.012511
93 O 1.962197 -0.461842 -0.831474
94 O 0.688001 -1.235430 0.741263
95 H 2.608864 -2.978020 1.077353
96 Cl -2.894866 3.412790 2.120444
97 C -1.413224 3.847274 1.219009
98 C -0.780431 2.591367 0.715536
99 O -0.991849 2.253202 -0.509204
100 O -0.062180 1.844333 1.422861
101 H -0.741815 4.382604 1.882103
102 H -1.717337 4.463448 0.381384

Cartesian forces, eV/Å:
Ir -0.677 -3.583 3.603
C -0.235 0.145 0.162
C 0.346 -0.682 0.201
C -0.269 0.561 0.109
C 0.072 0.306 0.094
Sb -0.354 0.179 -0.732
C -0.740 0.018 0.639
C 0.491 0.232 -0.116
C 0.535 -0.182 -0.260
C 0.334 -0.182 0.118
C 0.748 0.436 0.379
C -0.340 -0.142 0.099
C -0.335 -0.533 -0.150
C -0.015 -0.277 0.003
H 0.042 -0.042 -0.059
H -0.008 -0.015 0.057
H -0.028 -0.016 -0.007
H 0.063 -0.086 -0.039
H -0.006 0.001 -0.001
H 0.015 -0.015 -0.034
H -0.013 -0.087 -0.059
H 0.025 0.049 -0.021
H 0.016 -0.008 -0.008
H 0.033 -0.003 0.021
H -0.085 -0.040 -0.028
H -0.103 -0.029 0.041
H -0.025 0.022 -0.020
H -0.018 -0.006 0.000
H -0.078 0.069 0.040
H 0.000 0.040 0.048
H -0.063 0.039 -0.034
H 0.009 -0.032 0.015
H -0.039 -0.013 0.010
H -0.074 0.017 0.028
H 0.062 0.044 -0.039
H -0.048 0.041 -0.039
H 0.043 0.092 0.039
H 0.031 0.003 -0.024
H 0.014 -0.049 0.051
H -0.004 -0.017 -0.019
H -0.010 0.065 -0.024
C -0.069 0.102 0.001
O 0.195 0.880 -1.012
H 0.080 -0.018 0.120
H 0.051 -0.015 0.012
H 0.020 -0.009 0.047
H 0.053 -0.014 0.266
C 0.051 0.042 -0.020
C 0.065 -0.278 0.071
C 0.011 -0.011 -0.099
C 0.057 -0.070 0.015
Si 0.142 0.050 -0.140
Br 0.146 0.077 -0.011
C 0.073 0.185 0.072
C -0.060 -0.006 -0.051
C 0.062 0.116 -0.137
C 0.062 0.084 -0.013
C -0.231 -0.074 0.069
C -0.048 0.023 -0.080
C -0.058 -0.027 -0.083
C -0.031 0.000 -0.006
H -0.051 0.042 0.014
H 0.029 -0.079 0.039
H 0.063 0.004 0.037
H -0.052 0.041 0.038
H 0.096 0.011 -0.014
H 0.025 0.011 -0.065
H -0.031 0.058 0.024
H -0.009 -0.015 -0.089
H -0.004 -0.071 -0.001
H -0.014 0.066 0.050
H -0.010 -0.061 0.002
H 0.033 0.040 0.047
H -0.028 0.032 -0.013
H -0.110 -0.039 0.207
H 0.006 -0.072 -0.029
H 0.039 0.028 0.006
H -0.025 -0.040 0.014
H 0.019 -0.013 -0.039
H -0.023 0.033 -0.032
H -0.033 0.019 0.003
H 0.030 -0.007 0.026
H -0.004 -0.006 -0.075
H 0.052 0.020 0.049
H -0.016 -0.036 -0.014
H -0.073 0.008 0.038
H -0.046 -0.058 0.004
H 0.053 0.014 0.029
Cl -0.030 0.083 0.058
C 0.010 -0.036 -0.094
Cl 0.055 0.086 -0.020
C 0.076 -0.037 -0.109
O 0.323 0.828 -0.220
O -0.286 0.304 -1.251
H 0.000 0.015 0.103
Cl 0.156 -0.038 -0.039
C -0.302 -0.039 0.152
C -0.144 0.741 0.169
O -0.261 0.913 -0.580
O 0.503 -0.150 -1.499
H 0.026 -0.022 0.069
H 0.076 0.069 -0.059

## Properties
Net charge ... +1
HOMO energy (spin up / spin down) ... -9.299 / -9.300 eV
Gap between HOMO and LUMO (spin up / spin down) ... 4.4 / 4.4 eV
E ... -166157.924 eV

These are the Mulliken partial charges, in e, on atoms 1 to 6: 2.26, -1.62, 1.72, -1.57, -1.86, 0.28